1.
# C46H124F3MnN10O14

C46H124F3MnN10O14 as an isolated structure (wB97M-V/def2-TZVPD, OMol25).

Structure (XYZ):
```
198
Properties=species:S:1:pos:R:3:lowdin_charge:R:1
C -29.865 -25.179 -12.768 -0.151
O -31.041 -21.452 -1.474 -0.170
H -25.235 -19.999 -7.557 0.117
H -28.622 -17.615 -0.263 0.090
H -32.006 -28.327 -9.215 0.056
C -32.660 -15.507 -10.178 -0.108
H -28.436 -31.408 -7.548 0.081
H -35.084 -16.095 -6.223 0.081
H -30.331 -22.526 -3.947 0.086
H -32.182 -15.058 -11.050 0.094
C -26.786 -15.360 -4.311 -0.043
H -32.976 -23.971 -15.069 0.087
H -28.682 -19.260 -7.206 0.067
H -34.179 -23.979 -5.978 0.086
H -31.562 -21.878 -13.300 0.112
O -28.754 -21.861 -10.950 -0.228
C -29.751 -21.658 -4.263 -0.046
N -25.619 -20.801 -10.057 0.000
H -26.870 -15.162 -10.729 0.072
H -29.103 -20.755 -1.722 0.133
H -27.248 -26.279 -8.500 0.081
O -27.220 -16.386 -9.110 -0.207
C -29.132 -18.762 -13.174 -0.164
H -27.597 -16.392 -1.020 0.086
C -28.798 -30.625 -6.869 -0.067
H -30.138 -18.682 -13.593 0.143
N -32.351 -14.744 -6.563 0.066
H -34.976 -16.193 -8.001 0.072
C -28.695 -20.570 -14.652 -0.046
H -31.010 -12.415 -6.552 0.088
H -26.612 -20.109 -5.487 0.077
H -32.157 -21.449 -14.860 0.128
N -29.165 -19.342 -3.934 0.041
C -29.720 -17.115 -11.320 -0.022
O -28.435 -27.982 -8.130 -0.186
O -28.542 -20.045 -13.334 -0.267
H -33.322 -16.290 -10.570 0.084
H -32.646 -17.476 -7.710 0.059
H -32.116 -24.925 -7.886 0.105
C -29.173 -29.030 -8.730 -0.212
H -26.737 -23.294 -9.819 0.070
H -27.477 -14.529 -4.186 0.073
H -36.240 -17.027 -7.151 0.083
C -26.084 -21.489 -8.835 -0.401
H -27.812 -30.203 -6.658 0.077
C -32.127 -16.922 -2.933 -0.030
H -33.371 -20.698 -11.407 0.069
H -34.072 -26.997 -9.047 0.142
H -28.382 -15.095 -6.465 0.065
C -33.599 -22.510 -13.564 -0.422
H -22.371 -17.137 -5.317 0.090
N -30.555 -16.893 -4.799 0.051
H -31.417 -30.119 -8.816 0.034
H -32.470 -16.273 -2.122 0.085
N -30.865 -30.707 -8.202 0.043
H -30.263 -14.626 -9.253 0.110
H -30.342 -29.185 -6.873 0.126
H -23.701 -17.900 -4.523 0.092
H -29.271 -23.337 -12.356 0.030
C -26.063 -23.000 -9.014 -0.044
H -27.694 -21.147 -6.397 0.075
H -32.353 -24.336 -13.481 0.052
C -30.158 -20.362 -3.562 -0.388
H -25.047 -23.382 -9.153 0.095
H -31.088 -19.445 -9.120 0.113
H -29.688 -20.504 -15.095 0.097
N -34.759 -22.062 -14.349 0.041
H -34.038 -24.549 -13.763 0.088
C -26.760 -21.144 -5.824 -0.108
H -30.224 -19.599 -1.449 0.111
H -32.476 -26.867 -10.851 0.069
H -28.677 -26.395 -9.457 0.070
H -26.123 -14.778 -6.276 0.143
H -31.852 -25.545 -10.227 0.022
H -32.717 -20.764 -2.491 0.081
H -27.989 -18.224 -10.109 0.068
C -30.985 -16.138 -3.639 -0.410
C -35.185 -16.752 -7.086 -0.055
H -29.112 -15.912 -0.185 0.093
O -29.448 -16.983 -1.923 -0.227
Mn -27.161 -20.602 -11.620 1.094
C -29.952 -23.017 -9.030 -0.499
C -32.361 -20.937 -1.471 -0.095
C -25.587 -16.837 -6.097 -0.205
H -34.087 -18.680 -8.928 0.123
N -27.822 -15.939 -6.513 0.057
H -28.527 -18.014 -13.707 0.145
C -29.846 -29.814 -7.618 -0.435
H -28.269 -16.645 -5.931 0.068
C -29.872 -15.834 -2.658 -0.197
H -33.025 -21.095 -9.274 0.059
C -27.121 -15.086 -9.669 -0.158
O -29.651 -23.815 -13.107 -0.141
C -29.178 -18.499 -11.693 -0.370
H -25.827 -14.987 -3.936 0.087
O -33.556 -25.761 -6.700 -0.183
H -31.766 -20.024 -11.592 0.060
C -29.628 -18.900 -7.602 -0.033
C -32.066 -27.534 -8.471 -0.063
C -33.200 -23.891 -14.003 -0.059
H -26.995 -21.693 -4.911 0.078
H -31.367 -15.133 -3.850 0.129
H -29.167 -31.055 -5.939 0.076
H -28.413 -21.622 -14.606 0.095
H -28.436 -29.631 -9.280 0.133
H -31.795 -17.886 -2.557 0.055
H -32.389 -20.022 -0.873 0.090
H -30.295 -18.591 -6.800 0.047
H -31.166 -20.151 -3.919 0.124
H -34.733 -21.046 -14.255 0.062
H -23.435 -18.179 -6.289 0.080
H -33.895 -22.228 -8.171 0.074
H -29.828 -21.595 -5.351 0.066
C -33.131 -25.322 -7.973 -0.210
H -31.545 -31.009 -7.513 0.078
H -27.053 -16.215 -3.690 0.074
F -30.420 -24.076 -9.730 0.121
H -33.424 -14.897 -9.688 0.087
C -23.403 -17.446 -5.475 -0.100
H -26.270 -14.521 -9.272 0.079
H -33.780 -25.153 -4.753 0.091
H -31.595 -15.056 -5.963 0.016
O -25.636 -21.698 -6.437 -0.140
H -31.355 -17.200 -5.350 0.018
N -32.726 -26.060 -10.292 0.042
H -24.805 -21.362 -10.331 0.105
H -28.036 -14.519 -9.490 0.061
H -28.009 -20.061 -15.336 0.099
C -29.667 -21.800 -9.954 -0.396
H -33.117 -18.972 -11.786 0.091
F -28.816 -23.445 -8.424 0.128
H -28.909 -25.650 -12.526 0.079
O -31.757 -16.121 -9.283 -0.231
H -30.238 -15.105 -1.925 0.127
O -29.313 -20.646 -9.169 -0.125
H -32.479 -18.565 -6.539 0.070
C -34.335 -18.001 -6.879 -0.390
N -32.898 -17.654 -6.736 0.039
C -27.906 -27.009 -8.969 -0.124
H -25.879 -17.748 -5.559 0.113
H -27.142 -18.032 -11.454 0.105
H -29.818 -12.856 -7.792 0.080
C -34.537 -19.039 -7.994 -0.184
H -30.773 -17.017 -11.591 0.084
C -26.540 -15.665 -5.796 -0.359
H -27.119 -21.178 -8.668 0.111
H -32.789 -15.633 -6.832 0.018
H -28.199 -19.624 -3.782 0.077
H -26.398 -23.490 -8.101 0.084
H -29.193 -18.591 -3.240 0.045
F -30.820 -22.759 -8.039 0.139
C -33.886 -21.233 -8.605 -0.113
H -32.444 -24.347 -5.661 0.084
H -29.748 -17.053 -10.230 0.057
C -30.936 -15.186 -8.591 -0.199
H -27.349 -27.469 -9.797 0.091
H -30.473 -25.280 -11.865 0.044
C -30.552 -13.250 -7.085 -0.064
H -32.942 -17.079 -3.640 0.069
H -28.706 -21.924 -4.075 0.059
H -30.321 -15.779 -7.909 0.109
O -24.277 -16.394 -5.819 -0.182
C -32.790 -19.990 -11.999 -0.104
H -24.189 -21.418 -7.813 0.138
C -31.626 -14.123 -7.703 -0.402
H -33.043 -21.678 -1.059 0.091
H -27.458 -16.262 -8.139 0.012
C -32.460 -21.490 -13.812 -0.205
H -33.838 -24.554 -8.304 0.119
H -29.987 -13.738 -6.283 0.061
N -27.839 -18.644 -11.028 0.027
H -29.898 -19.200 -11.269 0.111
H -30.364 -25.717 -13.568 0.082
O -32.750 -20.179 -13.383 -0.183
H -25.566 -17.100 -7.162 0.115
H -29.814 -28.617 -9.517 0.106
H -34.673 -22.152 -15.356 0.074
H -30.937 -20.569 -7.818 0.101
H -34.704 -21.167 -9.336 0.094
H -25.136 -19.931 -9.818 0.103
H -34.633 -18.400 -5.907 0.143
H -33.823 -22.523 -12.496 0.129
O -33.981 -20.281 -7.586 -0.178
H -29.048 -15.324 -3.156 0.086
H -30.644 -21.526 -10.385 0.139
C -28.633 -16.670 -0.810 -0.089
C -33.109 -26.497 -8.943 -0.388
H -29.419 -18.020 -8.217 0.048
H -30.022 -17.747 -4.573 0.024
C -33.454 -24.762 -5.715 -0.100
H -31.087 -27.120 -8.230 0.083
C -30.345 -19.939 -8.483 -0.235
H -35.596 -19.238 -8.188 0.133
H -32.429 -28.057 -7.580 0.086
C -30.133 -20.531 -2.028 -0.217
H -29.090 -16.288 -11.646 0.093
C -25.216 -21.096 -7.626 -0.195
H -32.357 -13.536 -8.262 0.128
```

The calculation puts the HOMO energy (alpha / beta) at -10.57 / -10.57 eV. Its multiplicity is 6. As for the strongest force on any atom: 0.052 Eh/bohr. For the LUMO energy (alpha / beta), the calculation gives -3.237 / -3.732 eV. Its net charge is +1. As for the electronic energy: -4878.16716 Ha. As for the gap between HOMO and LUMO (alpha / beta): 7.330 / 6.835 eV.

2.
# C46H32Br4N5O5PW

C46H32Br4N5O5PW as an isolated structure (wB97M-V/def2-TZVPD, OMol25).

Structure (XYZ):
```
94
Properties=species:S:1:pos:R:3:lowdin_charge:R:1
C -4.122 0.758 -4.399 -0.059
H -2.548 4.395 3.005 0.110
H -5.866 2.571 1.009 0.108
C 4.212 -4.767 0.053 -0.088
C 0.347 -2.715 4.128 -0.636
C 4.973 1.108 -3.315 -0.078
C 3.077 -5.396 -0.416 -0.017
C -1.798 -3.759 4.492 -0.756
C -1.319 1.392 4.639 -0.031
H -1.009 3.180 1.562 0.086
W -0.238 -0.841 0.382 1.674
H -4.266 2.903 -4.290 0.107
O -1.701 -2.036 1.271 -0.265
H 5.398 0.405 -5.297 0.101
N 0.574 -2.833 -0.171 0.004
H -3.341 0.670 4.381 0.118
H -0.047 3.896 0.126 0.078
C 1.872 -3.310 -0.012 -0.184
O 0.947 -0.496 -1.316 -0.190
H -0.116 1.189 -3.204 0.115
O -2.565 -2.646 -2.635 0.067
C -2.943 3.753 2.227 -0.074
C -0.067 -2.299 2.876 -0.384
C -2.481 0.961 -2.147 -0.292
C -2.106 0.289 2.684 -0.107
H 3.095 -6.426 -0.746 0.109
C -0.079 1.515 4.042 0.010
H -4.757 0.675 -5.272 0.106
C 1.724 3.981 -2.737 -0.075
H 2.169 2.918 2.857 0.083
C 2.750 -0.553 -3.421 -0.018
C -2.200 -1.581 -2.165 -0.554
Br 2.083 -2.205 4.662 0.765
C -2.070 3.084 1.386 -0.113
C -3.849 2.006 -3.849 -0.062
H -1.474 1.759 5.646 0.116
Br -2.981 -4.758 5.570 0.707
H 1.640 5.228 -0.995 0.104
N -0.906 0.389 2.109 -0.050
Br -3.965 -3.607 2.576 0.767
C -2.224 -3.312 3.237 -0.648
H 1.583 2.540 -4.324 0.113
C -2.755 -0.287 -2.705 -0.109
P -1.422 1.262 -0.682 1.137
C -3.926 2.073 0.258 -0.082
C -4.313 3.581 2.091 -0.077
C 4.112 1.041 -2.232 -0.029
C 4.724 0.349 -4.451 -0.087
C 3.021 -2.689 0.472 -0.001
N 0.614 -4.933 -0.827 0.153
C 2.046 0.148 -1.154 -0.454
H 0.750 1.972 4.562 0.116
H 2.479 4.578 -3.232 0.106
H -3.771 -1.360 -4.228 0.119
O 0.675 -1.570 2.053 -0.271
H -2.856 -0.245 2.116 0.128
Br 0.074 -4.031 6.639 0.706
C 1.328 1.145 1.997 -0.269
H 3.216 2.070 1.704 0.067
H 1.879 -1.196 -3.443 0.120
C 1.911 -4.639 -0.437 -0.179
C -0.222 2.431 -1.448 -0.321
C 0.296 3.572 -0.843 -0.077
C -3.039 2.101 -2.736 -0.098
H 4.284 1.634 -1.344 0.110
C 1.218 2.845 -3.351 -0.067
C 2.488 1.937 2.497 -0.011
H -1.182 -3.766 -0.894 0.136
O -1.372 -1.484 -1.192 -0.255
H 5.144 -5.315 0.090 0.101
H 2.968 1.416 3.330 0.091
H 3.424 -1.080 -5.385 0.103
C -4.800 2.729 1.113 -0.066
H -4.327 1.413 -0.500 0.110
N 1.298 0.534 0.843 -0.106
C -0.515 -3.458 4.942 -0.757
H -4.996 4.098 2.753 0.105
N 2.337 0.741 -0.026 0.121
H -2.827 3.077 -2.314 0.118
H 0.272 -5.803 -1.193 0.165
C 3.615 -0.483 -4.502 -0.075
H 2.995 -1.670 0.831 0.100
C -3.579 -0.374 -3.828 -0.007
C -0.134 -3.828 -0.645 -0.084
C 0.257 2.079 -2.714 -0.098
C -1.368 -2.584 2.424 -0.423
C 4.183 -3.434 0.490 -0.071
C 2.996 0.211 -2.285 -0.155
C 1.258 4.342 -1.484 -0.073
C 0.105 1.011 2.758 -0.230
H 5.094 -2.982 0.859 0.104
H 5.839 1.756 -3.275 0.102
C -2.359 0.788 3.946 -0.024
C -2.548 2.253 0.370 -0.330
```

The calculation puts the HOMO energy (alpha / beta) at -6.65 / -6.64 eV. Its multiplicity is 1. As for the strongest force on any atom: 0.012 Eh/bohr. As for the relative energy (zero: lowest compared OMol25 entry of this formula, charge and spin): 0.000 eV. For the LUMO energy (alpha / beta), the calculation gives -0.670 / -0.669 eV. As for the electronic energy: -13126.81602 Ha. As for the gap between HOMO and LUMO (alpha / beta): 5.979 / 5.972 eV.